62
Properties=species:S:1:pos:R:3 method="wB97M-V/def2-TZVPD" charge=0 lumo_energy_ev=0.61 de_lowest_kcal_mol=37.5 homo_energy_ev=-8.2
C 2.4106 7.3287 -1.7749
H 1.3740 7.4013 -2.1206
O 2.5252 6.4888 -0.6532
C 2.1722 5.1845 -0.7794
C 1.6937 4.5940 -1.9388
C 1.3631 3.2493 -1.9634
C 1.5108 2.4804 -0.8198
C 1.9908 3.0611 0.3581
C 2.3216 4.4000 0.3915
O 2.7952 5.0616 1.4797
C 2.9622 4.3380 2.6749
H 3.6851 3.5246 2.5552
H 2.0125 3.9279 3.0330
H 3.3424 5.0555 3.4000
H 2.0915 2.4295 1.2250
C 1.1796 1.0761 -0.8228
N 0.6829 0.4025 -1.8602
N 0.5553 -0.8153 -1.3764
N 0.9347 -0.9090 -0.1262
N 1.3272 0.2562 0.2423
C 0.0369 -1.9118 -2.1354
H 0.8623 -2.5478 -2.4729
H -0.4925 -1.5041 -2.9988
C -0.8711 -2.7862 -1.2649
O -0.5350 -3.9205 -0.9734
N -2.0348 -2.2503 -0.8558
C -2.9009 -3.0699 -0.0231
H -3.9427 -2.8232 -0.2304
H -2.7138 -4.1190 -0.2604
C -2.5804 -2.7893 1.4566
O -3.3133 -2.1274 2.1625
N -1.4086 -3.3153 1.8314
H -0.8572 -3.8205 1.1503
C -0.8030 -3.0989 3.1287
H -1.5027 -2.4703 3.6838
C 0.5765 -2.4425 2.9742
H 0.6261 -1.7944 2.1012
C 1.5345 -3.6259 2.8866
H 2.5681 -3.3410 3.0744
C 0.9881 -4.5828 3.9434
H 1.3197 -5.6086 3.7904
H 1.3220 -4.2625 4.9314
C -0.5366 -4.4465 3.8342
H -1.0127 -4.4814 4.8125
H -0.9550 -5.2543 3.2332
H 1.4787 -4.0800 1.8962
H 0.7988 -1.8505 3.8622
C -2.4630 -0.8798 -1.0885
C -2.8929 -0.6437 -2.5007
C -2.3867 0.2507 -3.3937
C -3.0333 0.1994 -4.6496
C -4.0138 -0.7363 -4.6921
S -4.1806 -1.5721 -3.2000
H -4.6571 -0.9930 -5.5099
H -2.7734 0.8304 -5.4801
H -1.5783 0.9223 -3.1617
H -1.6742 -0.1683 -0.8339
H -3.2929 -0.6893 -0.4025
H 0.9962 2.7941 -2.8695
H 1.5747 5.1770 -2.8379
H 3.0457 6.9891 -2.5998
H 2.7477 8.3089 -1.4420

60
Properties=species:S:1:pos:R:3 method="wB97M-V/def2-TZVPD" charge=0 lumo_energy_ev=-0.97 homo_energy_ev=-8.1
C 5.8348 0.4265 2.5976
C 5.3419 0.8701 1.1442
S 5.5733 -0.4552 -0.1024
C 4.5035 -0.1465 -1.5765
C 3.5466 1.0615 -1.3572
C 3.8866 2.3153 -2.0062
C 3.0503 3.5094 -1.8203
C 1.8577 3.4509 -0.9906
C 1.5449 2.1813 -0.3639
C 2.3410 0.9749 -0.5339
C 1.8569 -0.3186 0.1687
O 2.6040 -1.1768 0.5698
C 0.3006 -0.4719 0.2879
C -0.2784 -1.8026 0.1905
C 0.5095 -3.1121 -0.0689
C 1.4140 -3.0929 -1.3592
N 2.5165 -4.0771 -1.2094
C -1.7398 -1.8786 0.3570
C -2.5537 -0.6745 0.5784
P -4.4067 -0.8292 0.8163
C -4.6477 -2.2902 1.9841
C -5.2684 -1.2897 -0.7815
C -5.3302 -0.1137 -1.8333
C -1.9764 0.6839 0.6465
B -2.8839 2.0129 0.8957
O -2.5910 3.1147 0.0659
O -3.8496 2.0556 1.8927
C -5.0994 2.6245 1.4563
C -0.5048 0.7461 0.4948
C 0.2886 2.0668 0.5631
O 0.0544 3.0044 1.2898
H 6.7538 0.9736 2.9087
H 5.9115 -0.6857 2.6590
H 5.0282 0.7186 3.3279
H 5.9220 1.7845 0.8347
H 4.2864 1.2160 1.2719
H 5.1654 0.1145 -2.4496
H 3.9721 -1.0900 -1.8752
H 4.7821 2.4251 -2.6582
H 3.3050 4.4839 -2.2850
H 1.1877 4.3101 -0.7723
H -0.2628 -3.9161 -0.2374
H 1.1253 -3.4622 0.7964
H 1.7771 -2.0788 -1.6655
H 0.7779 -3.4635 -2.2159
H 2.8734 -4.0338 -0.2536
H 3.2498 -3.9179 -1.8964
H -2.1920 -2.8999 0.3163
H -4.4758 -1.9314 3.0349
H -5.6745 -2.7362 1.9026
H -3.8565 -3.0708 1.7909
H -4.8736 -2.2309 -1.2665
H -6.3336 -1.5348 -0.5007
H -4.3396 0.3922 -1.9252
H -5.6571 -0.5647 -2.8108
H -6.1414 0.5963 -1.5219
H -1.8997 2.8808 -0.5719
H -5.0149 3.3284 0.5913
H -5.7873 1.7937 1.1611
H -5.5038 3.2301 2.3143

Number 1: energy -1920.90943 Ha. Number 2: energy -2013.92037 Ha.